The following is a DFT calculation (ωB97M-V with the def2-TZVPD basis set) of 5 unconnected molecules or ions with the total composition C26H58O14S in a non-equilibrium geometry.

Summary:
Charge = 0
E_tot = -67398.05794 eV
Frontier orbital gap = 9.7 eV

Positions of all 99 atoms, in Å:
C 0.271799 0.485655 1.458754
C 0.841153 -0.821658 0.910467
C 1.464686 -1.624019 2.074366
C -0.111740 -1.626059 0.012895
C -1.508363 -1.989579 0.495751
C -2.495759 -0.844381 0.670985
C -3.966461 -1.232649 0.790078
C -4.834675 0.041187 0.890599
C -5.423094 0.268093 2.246655
O -6.566351 0.550055 2.460920
O -4.524225 0.121626 3.249395
C -1.573964 -3.010099 1.634110
O -2.601001 -3.971669 1.282175
S -2.506114 -4.223343 -0.282937
O -1.442264 -5.140948 -0.539111
O -3.803319 -4.486295 -0.799068
O -2.065240 -2.772604 -0.655252
H -0.448206 0.331458 2.260311
H 1.100897 1.038038 1.906779
H -0.133425 1.139550 0.686151
H 1.663053 -0.527383 0.256641
H 0.881897 -2.484346 2.385125
H 2.446215 -1.998451 1.781997
H 1.635100 -0.976540 2.932632
H 0.366772 -2.577991 -0.231686
H -0.224699 -1.094625 -0.932848
H -2.243298 -0.295439 1.578341
H -2.350215 -0.140195 -0.151474
H -4.311463 -1.816649 -0.056547
H -4.094167 -1.810331 1.704251
H -5.678577 -0.033408 0.209421
H -4.255206 0.907450 0.563953
H -5.031055 -0.042003 4.058540
H -1.885862 -2.606859 2.593285
H -0.675638 -3.608867 1.763464
C 1.156748 3.886958 -3.877961
O 2.381987 3.968444 -3.176949
C 2.241675 3.934376 -1.765423
C 2.555124 2.565010 -1.205668
O 1.613200 1.586037 -1.617145
C 2.082846 0.792131 -2.695388
H 1.390269 3.688867 -4.922942
H 0.525754 3.079004 -3.497341
H 0.610979 4.834794 -3.814524
H 1.234536 4.244412 -1.467937
H 2.953465 4.654830 -1.351283
H 2.517983 2.611863 -0.111922
H 3.567366 2.268056 -1.498420
H 2.832095 0.073515 -2.346310
H 2.520766 1.406504 -3.483469
H 1.233927 0.243513 -3.102275
C -2.250891 5.254002 0.737523
O -2.148728 5.531182 -0.646954
C -1.710373 4.425032 -1.416837
C -2.855355 3.726963 -2.115552
O -3.747887 3.127323 -1.191360
C -4.928029 3.880971 -0.968512
H -2.799639 6.075044 1.195473
H -2.788240 4.321025 0.924380
H -1.257226 5.196268 1.195871
H -1.166291 3.711112 -0.788257
H -1.017766 4.806096 -2.172685
H -2.447506 2.929025 -2.744608
H -3.388906 4.428967 -2.763362
H -5.608901 3.794200 -1.821559
H -4.704483 4.934876 -0.789922
H -5.418723 3.469668 -0.087373
C -2.407124 -4.817049 4.538572
O -1.059509 -4.647206 4.941333
C -0.913419 -4.260054 6.298207
C -0.549120 -5.430807 7.183393
O -1.590847 -6.388807 7.247999
C -1.381768 -7.514523 6.413969
H -2.402654 -5.327963 3.577905
H -2.977547 -5.412933 5.254080
H -2.893017 -3.841161 4.414149
H -1.831091 -3.787446 6.662492
H -0.109097 -3.519042 6.343105
H -0.378617 -5.063021 8.199971
H 0.378117 -5.893208 6.830797
H -0.616518 -8.173595 6.837707
H -1.085170 -7.220560 5.404674
H -2.322303 -8.059876 6.360460
C 7.554378 0.263042 -6.288202
O 7.426149 1.670728 -6.215275
C 6.089142 2.127331 -6.337371
C 5.482368 2.472075 -4.996422
O 5.339759 1.327141 -4.168551
C 6.352479 1.210824 -3.187142
H 8.561747 0.009781 -5.962000
H 6.834212 -0.242570 -5.640382
H 7.420363 -0.086092 -7.317788
H 5.473528 1.378628 -6.845943
H 6.106437 3.028940 -6.957104
H 4.481576 2.886066 -5.154447
H 6.084893 3.234848 -4.494248
H 6.197796 1.937647 -2.381101
H 7.347472 1.355334 -3.613800
H 6.290421 0.206737 -2.769467

Forces on the atoms, in the same order (eV/Å):
C 0.4 0.3 0.0
C -0.1 0.1 0.4
C 0.3 0.0 -0.4
C 0.4 0.0 0.2
C -0.6 -0.4 -0.6
C 0.2 0.2 0.1
C 0.1 0.5 0.2
C 0.0 -0.3 -0.5
C 0.2 0.3 -0.1
O -0.4 -0.1 0.1
O 0.2 -0.5 0.1
C -0.1 -0.9 0.4
O -0.3 0.3 -0.1
S 0.1 -0.7 0.0
O -0.1 0.2 0.0
O 0.1 0.1 0.2
O 0.2 0.5 -0.1
H -0.1 0.0 0.0
H 0.0 0.0 0.0
H -0.2 -0.1 -0.1
H 0.0 0.0 -0.1
H -0.1 0.0 0.2
H 0.0 -0.2 0.0
H -0.1 0.0 0.1
H 0.1 0.0 0.0
H -0.1 0.1 0.0
H 0.1 0.0 0.0
H -0.1 0.0 -0.1
H 0.1 -0.2 0.0
H -0.1 -0.3 -0.1
H -0.1 0.1 0.0
H 0.0 0.2 0.2
H 0.0 0.4 0.0
H 0.1 0.2 0.0
H 0.3 0.3 -0.1
C 0.0 0.0 0.0
O 0.0 -0.1 0.0
C 0.1 0.1 -0.1
C -0.1 -0.1 0.2
O 0.0 0.1 -0.1
C 0.0 -0.1 0.0
H 0.0 0.0 0.0
H 0.0 0.0 0.0
H 0.0 0.0 0.0
H 0.0 0.0 0.0
H 0.0 0.0 0.0
H 0.0 0.0 0.0
H 0.0 0.0 0.0
H 0.0 0.0 0.0
H 0.1 0.0 0.0
H 0.0 0.0 0.1
C 0.0 0.0 0.0
O -0.1 -0.1 0.0
C 0.0 0.2 0.0
C 0.0 -0.2 0.0
O 0.0 0.0 0.1
C 0.0 0.0 0.0
H 0.0 0.0 0.0
H 0.0 0.0 0.0
H 0.0 0.0 0.0
H 0.0 0.0 0.0
H 0.0 0.0 0.0
H 0.0 0.0 0.0
H 0.0 0.0 0.0
H 0.0 0.0 0.0
H 0.0 0.0 0.0
H 0.0 0.0 0.0
C 0.0 0.0 0.0
O 0.0 0.0 0.0
C 0.1 0.1 -0.1
C -0.1 0.0 0.2
O 0.0 0.0 -0.1
C 0.0 0.0 0.0
H 0.0 0.0 0.0
H 0.0 0.0 0.0
H -0.1 0.0 0.0
H 0.0 0.0 0.0
H 0.0 0.0 0.0
H 0.0 0.0 0.0
H 0.0 0.0 0.0
H 0.0 0.0 0.0
H 0.0 0.0 0.0
H 0.0 0.0 0.0
C 0.0 0.0 0.0
O 0.0 0.0 0.1
C 0.1 0.1 -0.1
C -0.2 0.0 0.0
O 0.1 0.0 0.0
C -0.1 0.0 0.0
H 0.0 0.0 0.0
H 0.0 0.0 0.0
H 0.0 0.0 0.0
H 0.0 0.0 0.0
H 0.0 0.0 0.0
H 0.0 0.0 0.0
H 0.0 0.0 0.0
H 0.0 0.0 0.0
H 0.0 0.0 0.0
H 0.0 0.0 0.0

Atom charges from the Mulliken analysis, given in e for atoms 1 to 4: atom 1 (C): -1.9526, atom 2 (C): 1.6547, atom 3 (C): -1.3596, atom 4 (C): -2.3525

The following is a DFT calculation (ωB97M-V with the def2-TZVPD basis set) of a molecular structure, C26H59ClN7O8SSi2 in a non-equilibrium geometry.

Summary:
Charge = -1
E_tot = -93850.48450 eV
Frontier orbital gap = 6.4 eV

Positions of all 104 atoms, in Å:
C 5.608040 0.415760 2.232198
C 4.858892 -0.464553 1.237866
C 3.297218 -0.309379 1.169399
Cl 2.678056 0.822069 2.419776
Si 2.876157 0.241617 -0.588953
N 3.626462 1.775178 -0.881618
S 3.800583 -1.236859 -1.862333
O 1.290618 0.342118 -1.005159
Si 0.006706 -0.470042 -0.288745
C 0.447591 -2.275769 0.142933
C -0.276710 -2.737216 1.376823
C 0.426457 -2.598913 2.708345
N -1.443801 -3.221107 1.270300
C -1.441412 -0.481002 -1.552187
O -2.362727 -1.293000 -1.329444
O -1.347736 0.336302 -2.485946
C -0.584323 0.528331 1.216157
C -0.360990 2.016350 0.895527
C -2.101683 0.294113 1.428063
C -2.610535 0.915509 2.753197
H 5.470796 1.476268 2.024942
H 5.366765 0.201521 3.270826
H 6.676336 0.216101 2.108246
H 5.086525 -1.511704 1.442446
H 5.288519 -0.258118 0.256343
H 2.877836 -1.268953 1.452574
H 3.857797 2.291404 -0.035278
H 2.983071 2.365119 -1.400377
H 3.431570 -0.741457 -3.046540
H 0.118621 -2.885887 -0.696282
H 1.511690 -2.446406 0.314571
H 1.510940 -2.658300 2.629339
H 0.092344 -3.399280 3.370013
H 0.181495 -1.653758 3.195317
H -1.813612 -3.482294 2.186690
H -0.072987 0.240027 2.138861
H -0.817078 2.224281 -0.078048
H 0.692057 2.276202 0.805220
H -0.844594 2.668416 1.626443
H -2.344653 -0.763285 1.404103
H -2.606383 0.791843 0.600944
H -1.848628 1.532952 3.227485
H -2.954590 0.151892 3.450420
H -3.473898 1.557558 2.564664
C 1.397250 -3.602827 -3.543749
O 2.475601 -4.170038 -3.638898
N 0.224597 -4.119134 -3.935648
C -1.023649 -3.390373 -3.766107
C 0.207574 -5.440312 -4.529015
H 1.299682 -2.586953 -3.124554
H -1.697351 -3.956054 -3.121133
H -1.499152 -3.222585 -4.731398
H -0.829904 -2.430799 -3.295937
H 0.610622 -6.177019 -3.831437
H 0.821805 -5.462063 -5.430767
H -0.816832 -5.700340 -4.783319
C 3.523269 2.655606 5.366543
O 4.427305 1.923350 5.710834
N 3.108489 3.734005 6.065438
C 2.025534 4.573767 5.602342
C 3.778604 4.051078 7.313199
H 2.952799 2.499670 4.436868
H 2.371507 5.598956 5.447112
H 1.208568 4.586247 6.327724
H 1.645232 4.188677 4.657884
H 4.840412 4.228618 7.139282
H 3.688019 3.220966 8.014564
H 3.328323 4.941458 7.745694
C -5.906590 -4.182879 1.114502
O -7.069210 -4.365512 1.453856
N -5.500977 -3.907845 -0.127078
C -4.092463 -3.697143 -0.468984
C -6.501321 -3.812382 -1.171236
H -5.072370 -4.231769 1.834895
H -3.944761 -2.701298 -0.888445
H -3.786013 -4.447032 -1.203823
H -3.467067 -3.792046 0.412626
H -7.223950 -3.028939 -0.937541
H -7.047169 -4.753286 -1.265407
H -6.007233 -3.580074 -2.110931
C 2.698540 4.332642 1.528974
O 3.852192 4.274702 1.145603
N 1.944256 5.447038 1.508959
C 0.570896 5.446006 1.969791
C 2.530371 6.674176 0.999143
H 2.170068 3.457293 1.936445
H -0.104742 5.736357 1.163167
H 0.444328 6.143940 2.801703
H 0.297720 4.446079 2.302593
H 2.852268 6.539742 -0.033723
H 3.404527 6.951148 1.589598
H 1.791798 7.470552 1.047817
C -3.367321 -1.827185 -6.287745
O -2.671920 -2.762881 -6.635911
N -3.334965 -0.605575 -6.849760
C -4.162602 0.481474 -6.371947
C -2.421651 -0.377848 -7.954497
H -4.079276 -1.900748 -5.449707
H -4.822267 0.839231 -7.166831
H -3.542328 1.310810 -6.027571
H -4.770365 0.138031 -5.538227
H -2.653332 -1.047894 -8.783558
H -1.395047 -0.570958 -7.642494
H -2.511388 0.654011 -8.285154

Forces on the atoms, in the same order (eV/Å):
C 0.4 -0.2 -0.1
C 0.0 0.2 0.1
C 1.0 -0.3 0.0
Cl -0.2 0.1 0.0
Si -0.2 0.4 -1.0
N -0.5 0.0 0.5
S 0.2 -0.5 0.4
O 0.6 -0.5 0.9
Si -0.8 0.1 -0.5
C 0.1 -0.1 0.6
C 0.1 0.0 -0.2
C 0.0 -0.1 0.2
N -0.1 -0.2 0.2
C 0.2 0.1 -0.1
O -0.2 -0.3 0.2
O 0.1 0.4 -0.4
C -0.2 -0.1 -0.1
C -0.1 -0.3 -0.2
C 0.3 0.5 0.4
C -0.3 -0.1 -0.4
H -0.2 0.0 0.1
H -0.2 0.1 0.0
H 0.0 0.0 0.0
H -0.1 0.0 0.0
H -0.1 0.0 -0.1
H -0.2 0.0 -0.2
H 0.2 0.1 -0.1
H 0.1 0.1 -0.1
H -0.2 0.2 0.0
H 0.0 0.0 -0.1
H 0.1 0.1 -0.3
H 0.0 0.0 -0.1
H 0.0 0.0 0.0
H 0.0 0.1 -0.1
H 0.1 0.0 0.1
H 0.1 0.1 0.0
H 0.0 0.1 0.0
H 0.1 0.0 0.1
H 0.0 0.0 0.1
H -0.1 -0.1 -0.2
H -0.1 -0.3 -0.1
H 0.1 0.0 0.2
H 0.2 0.0 0.1
H 0.0 0.0 0.1
C 0.2 0.1 0.0
O -0.1 0.0 -0.1
N -0.1 0.0 0.0
C 0.1 -0.2 -0.1
C 0.1 0.1 0.1
H 0.0 0.0 0.0
H -0.1 0.1 0.1
H 0.0 0.0 0.0
H 0.0 0.1 0.0
H 0.0 0.0 0.0
H 0.0 0.0 0.0
H 0.0 0.0 0.0
C 0.0 -0.1 -0.1
O 0.0 0.0 0.1
N -0.1 0.1 0.0
C 0.1 0.0 0.1
C 0.0 -0.1 -0.1
H 0.0 0.0 0.0
H 0.0 0.0 0.0
H 0.0 0.0 0.0
H 0.0 0.0 0.0
H 0.0 0.0 0.0
H 0.0 0.0 0.0
H 0.0 0.0 0.0
C -0.1 0.0 0.2
O 0.0 0.0 0.0
N 0.2 0.0 -0.1
C -0.5 0.0 -0.1
C 0.0 0.0 0.1
H 0.0 0.0 0.0
H 0.1 -0.1 0.0
H 0.1 0.0 0.0
H 0.0 0.0 -0.1
H 0.0 0.0 0.0
H 0.0 0.0 0.0
H 0.0 0.0 0.0
C 0.0 -0.1 0.1
O 0.1 0.0 -0.1
N -0.1 0.1 0.1
C 0.1 0.1 0.0
C 0.0 -0.1 0.0
H 0.0 0.0 0.0
H -0.1 0.0 0.0
H 0.0 0.0 0.0
H 0.0 0.0 0.0
H 0.0 0.0 0.0
H 0.0 0.0 0.0
H 0.0 0.0 0.0
C 0.0 0.0 0.3
O 0.0 -0.1 -0.2
N -0.1 0.1 -0.1
C 0.1 0.0 -0.1
C 0.0 -0.1 0.1
H 0.0 0.0 0.0
H 0.0 0.0 0.0
H 0.0 0.0 0.1
H 0.0 0.0 0.0
H 0.0 0.0 0.0
H 0.0 0.0 0.0
H 0.0 0.0 0.0

Atom charges from the Mulliken analysis, given in e for atoms 1 to 4: atom 1 (C): -1.3663, atom 2 (C): -0.6467, atom 3 (C): 0.5745, atom 4 (Cl): -0.0494

The following is a DFT calculation (ωB97M-V with the def2-TZVPD basis set) of 5 unconnected molecules or ions with the total composition C26H59N3O7P in a non-equilibrium geometry.

Summary:
Charge = 0
Expectation value of S² = 0.754
E_tot = -56007.37981 eV
Spin multiplicity = 2
Frontier orbital gap (alpha / beta) = 9.2 / 8.9 eV

Positions of all 96 atoms, in Å:
C 0.966445 0.716963 0.619260
C 0.387996 0.518141 -0.797091
C 0.216791 1.920579 -1.402296
C 1.427063 -0.269133 -1.628929
C 1.055284 -1.635510 -2.239137
N 1.778647 -2.680960 -1.438930
C 1.924317 -3.822650 -1.845645
O 2.012324 -4.930682 -2.145865
P 1.747324 -1.789690 -3.974410
N 1.379878 -0.241127 -4.586900
O 3.348931 -1.547329 -3.694193
C -0.433989 -1.999154 -2.288212
C -1.450576 -0.984716 -1.737635
C -2.606953 -1.817561 -1.153913
C -2.034120 -0.111769 -2.874889
N -0.913390 -0.170995 -0.620806
O -1.812015 0.591778 -0.118664
H 1.975085 1.115437 0.554691
H 0.973772 -0.248919 1.125335
H 0.322522 1.385951 1.184824
H -0.212569 1.897697 -2.401216
H -0.353917 2.552510 -0.729499
H 1.218576 2.346940 -1.470154
H 2.289716 -0.462000 -0.996111
H 1.788713 0.384737 -2.421089
H 1.338992 -0.270169 -5.597465
H 0.496033 0.115405 -4.241088
H 3.637832 -1.946629 -2.863680
H -0.713413 -2.189316 -3.328428
H -0.577570 -2.947555 -1.775350
H -2.296603 -2.189271 -0.176153
H -3.481131 -1.195837 -0.977109
H -2.843869 -2.658827 -1.799261
H -2.989033 -0.539116 -3.179602
H -2.231888 0.910658 -2.566713
H -1.414708 -0.115936 -3.771860
C -5.282109 1.761535 -0.451421
C -5.984400 1.597516 -1.787724
O -6.482967 0.292088 -2.021661
C -7.433848 -0.188508 -1.090483
C -8.694920 0.653515 -0.996734
H -4.459589 1.049532 -0.364069
H -4.876815 2.769905 -0.362243
H -5.955948 1.599751 0.391246
H -5.275114 1.777990 -2.596328
H -6.782365 2.341011 -1.899340
H -6.976066 -0.305953 -0.101196
H -7.690275 -1.189731 -1.437403
H -8.488661 1.663863 -0.641861
H -9.398252 0.194648 -0.301171
H -9.173706 0.733273 -1.973556
C 4.542268 1.466040 -2.471219
C 5.632024 2.098845 -1.625934
O 5.753292 1.530165 -0.332539
C 6.055417 0.148056 -0.283557
C 7.366153 -0.227216 -0.952556
H 3.579549 1.532851 -1.960965
H 4.462153 1.974805 -3.431841
H 4.735978 0.414239 -2.674489
H 5.401301 3.150891 -1.454403
H 6.593128 2.069972 -2.151313
H 5.228045 -0.439401 -0.700932
H 6.106143 -0.095273 0.777973
H 7.358030 -0.012203 -2.021658
H 7.554921 -1.294066 -0.829802
H 8.193257 0.325807 -0.505714
C 6.320641 3.231814 2.500513
C 5.584977 2.155186 3.276242
O 5.810592 2.180898 4.675565
C 5.432493 3.368243 5.344131
C 3.956552 3.708826 5.222676
H 7.395324 3.163509 2.677780
H 6.131992 3.107241 1.436233
H 6.000203 4.235555 2.786563
H 5.931605 1.174064 2.951389
H 4.510966 2.194719 3.060477
H 6.048686 4.210667 5.009096
H 5.680352 3.196341 6.391716
H 3.663351 3.900818 4.189966
H 3.731442 4.603805 5.803685
H 3.343871 2.887706 5.597203
C -3.259179 -3.632516 4.132748
C -3.694668 -2.597202 3.109616
O -3.971707 -3.130810 1.828185
C -5.003501 -4.096282 1.757621
C -6.359323 -3.590967 2.221004
H -2.377797 -4.169564 3.780283
H -3.015747 -3.144015 5.076528
H -4.040515 -4.367140 4.332283
H -2.888126 -1.881181 2.950010
H -4.552819 -2.025965 3.481866
H -4.721829 -5.001594 2.307781
H -5.060612 -4.374594 0.705049
H -6.354809 -3.308738 3.274424
H -7.112015 -4.368764 2.088960
H -6.657516 -2.715955 1.641483

Forces on the atoms, in the same order (eV/Å):
C -0.5 -0.3 -0.2
C 0.8 0.3 0.7
C 0.2 -0.3 0.1
C -0.3 -0.3 0.0
C 0.3 0.3 0.4
N 0.2 0.0 -0.6
C -0.8 1.0 0.4
O 0.4 -1.1 -0.1
P 0.1 -0.5 -0.2
N -0.3 -0.1 -0.1
O 0.2 0.1 0.2
C 0.0 0.3 0.0
C -0.6 -0.8 -0.2
C 0.3 0.4 0.7
C 0.0 0.0 -0.1
N -0.3 0.9 -1.3
O 0.1 -0.3 0.6
H 0.1 0.1 0.1
H 0.2 0.0 0.1
H 0.0 0.1 0.1
H -0.1 0.1 0.0
H -0.3 0.0 -0.1
H 0.0 0.1 -0.1
H 0.0 0.0 0.0
H -0.1 0.0 0.0
H -0.1 0.1 -0.1
H 0.1 0.2 0.0
H 0.0 -0.1 0.0
H -0.1 -0.1 0.0
H 0.1 0.0 0.1
H -0.1 -0.2 0.0
H -0.1 -0.1 -0.1
H -0.1 0.0 -0.2
H 0.0 0.0 0.0
H 0.0 0.0 0.1
H 0.1 0.2 0.0
C 0.0 -0.2 0.0
C 0.0 0.1 0.1
O 0.0 -0.1 -0.1
C 0.0 0.0 0.1
C 0.0 0.1 -0.1
H 0.0 0.0 0.0
H 0.0 0.0 0.0
H 0.0 0.1 0.0
H 0.0 0.0 0.0
H 0.0 0.0 0.0
H 0.0 0.0 0.0
H 0.0 0.0 0.0
H 0.0 0.0 0.1
H 0.0 0.0 0.0
H 0.0 0.0 0.0
C 0.0 0.0 0.1
C 0.0 0.0 -0.1
O 0.0 0.1 0.1
C 0.0 -0.1 0.0
C 0.0 0.1 -0.1
H 0.1 0.1 0.0
H 0.0 0.0 0.0
H 0.0 0.0 -0.1
H 0.0 0.0 0.1
H 0.0 0.0 0.0
H 0.0 0.0 0.0
H 0.0 0.0 0.0
H 0.0 -0.1 0.0
H 0.0 0.0 0.0
H 0.0 0.0 0.0
C 0.0 0.2 0.1
C -0.1 0.0 -0.1
O 0.0 -0.1 0.1
C 0.0 0.1 0.0
C 0.0 -0.1 -0.1
H 0.0 0.0 0.0
H 0.0 -0.1 0.0
H 0.0 0.0 0.0
H 0.0 0.0 0.0
H 0.0 0.0 0.0
H 0.0 0.0 0.0
H 0.0 0.0 0.0
H 0.0 0.1 0.0
H 0.0 0.0 0.0
H 0.0 0.0 0.0
C 0.0 -0.1 -0.1
C 0.0 0.1 0.1
O 0.1 0.0 -0.2
C -0.1 -0.1 0.0
C 0.0 0.1 0.0
H 0.0 0.0 0.0
H 0.0 0.0 0.0
H 0.0 0.0 0.0
H 0.0 0.0 -0.1
H 0.0 0.0 0.0
H 0.0 0.0 0.0
H 0.0 0.0 0.0
H 0.0 -0.1 0.0
H 0.0 0.0 0.0
H 0.0 0.0 0.0

Atom charges from the Mulliken analysis, given in e for atoms 1 to 4: atom 1 (C): -2.1438, atom 2 (C): 1.7415, atom 3 (C): -1.7257, atom 4 (C): -1.7808